Record 1
{
  "formula": "C38H61F6NO6Si",
  "method": "ωB97M-V/def2-TZVPD",
  "species": ["C", "C", "F", "Si", "C", "C", "C", "C", "C", "C", "C", "C", "C", "C", "C", "C", "N", "C", "C", "C", "C", "C", "F", "F", "C", "C", "C", "C", "C", "C", "F", "F", "F", "C", "H", "H", "H", "H", "H", "H", "H", "H", "H", "H", "H", "H", "H", "H", "H", "H", "H", "H", "H", "H", "H", "H", "H", "H", "H", "H", "H", "H", "H", "H", "H", "H", "H", "H", "H", "H", "H", "O", "C", "O", "C", "C", "C", "H", "H", "H", "H", "H", "H", "H", "H", "O", "C", "O", "C", "C", "C", "H", "H", "H", "H", "H", "H", "H", "H", "O", "C", "O", "C", "C", "C", "H", "H", "H", "H", "H", "H", "H", "H"],
  "positions_angstrom": [[3.50660, 1.36903, -0.69367], [4.40795, 1.72981, 0.55813], [5.52258, 0.82599, 0.54898], [3.38993, 1.50449, 2.17019], [3.94358, 2.85482, 3.39815], [3.00153, 4.13578, 3.14638], [3.44210, 5.00968, 1.90846], [2.61432, 4.73559, 0.58308], [2.01642, 6.01077, -0.11464], [0.56088, 6.41136, 0.34458], [-0.45330, 5.21720, 0.48856], [-1.96845, 5.74847, 0.48507], [-2.95570, 4.70404, -0.18599], [-3.84017, 3.97059, 0.92360], [-3.25987, 2.51754, 1.21954], [-4.47084, 1.54542, 1.48193], [-4.06046, 0.17387, 1.85429], [-5.00741, -0.81444, 2.09767], [-4.33655, -2.05262, 2.45486], [-2.87891, -1.69073, 2.41619], [-2.75364, -0.29072, 2.01400], [3.39907, -0.28394, 2.86582], [4.74548, -0.67665, 3.00560], [2.75849, -0.43141, 4.09828], [2.72901, -1.19616, 1.76784], [1.26929, -1.42454, 1.79488], [0.72319, -2.25195, 0.72001], [1.57898, -2.82978, -0.32610], [3.04665, -2.58988, -0.34901], [4.04229, -3.11107, -1.42149], [3.92969, -4.44000, -1.73794], [5.36375, -2.87853, -1.10251], [3.80977, -2.40902, -2.62980], [3.60154, -1.75485, 0.73788], [4.09924, 0.84632, -1.48683], [3.05638, 2.28329, -1.17874], [2.64636, 0.74464, -0.34504], [4.82101, 2.77789, 0.51766], [1.98618, 1.82457, 1.81311], [5.01481, 3.17885, 3.27707], [3.84231, 2.55054, 4.48228], [3.11839, 4.78664, 4.06513], [1.92634, 3.81834, 3.13553], [3.40640, 6.10388, 2.14516], [4.52405, 4.76194, 1.70555], [3.34087, 4.28493, -0.15771], [1.87127, 3.92982, 0.80984], [1.99414, 5.82823, -1.22798], [2.70066, 6.89954, 0.02285], [0.57620, 7.06264, 1.26824], [0.14838, 7.08247, -0.47054], [-0.29640, 4.37420, -0.23271], [-0.28994, 4.77422, 1.51955], [-1.96092, 6.72907, -0.05680], [-2.24160, 5.93767, 1.56276], [-3.65616, 5.29499, -0.84775], [-2.42705, 3.96301, -0.84768], [-3.91116, 4.57618, 1.85899], [-4.86664, 3.80629, 0.49213], [-2.64097, 2.11650, 0.36558], [-2.58523, 2.55380, 2.12388], [-5.12993, 1.56478, 0.56592], [-5.07928, 1.94276, 2.33773], [-6.11870, -0.71458, 2.02844], [-4.76486, -3.04125, 2.70890], [-2.03953, -2.38353, 2.66598], [-1.81046, 0.29168, 1.90500], [0.63671, -0.95220, 2.58551], [-0.37207, -2.45616, 0.65191], [1.13744, -3.45670, -1.16836], [4.70296, -1.55576, 0.70192], [-0.18787, -4.16954, -2.99600], [0.01661, -5.34352, -3.18036], [-1.00659, -6.20842, -3.25819], [-0.86863, -7.58472, -3.63488], [-0.47238, -8.44001, -2.44905], [1.42028, -5.84622, -3.23216], [-0.18271, -7.69027, -4.47803], [-1.84951, -7.89973, -3.99342], [0.49646, -8.14433, -2.04402], [-0.41939, -9.49212, -2.73537], [-1.19962, -8.33073, -1.64209], [1.78486, -5.96073, -2.20979], [2.02645, -5.10496, -3.75124], [1.55215, -6.78151, -3.77165], [-7.47140, 4.79136, 2.62412], [-7.86673, 3.97600, 3.41628], [-7.53610, 2.68046, 3.26410], [-7.80828, 1.65461, 4.22859], [-9.21836, 1.12171, 4.07830], [-8.79931, 4.37216, 4.53130], [-7.59656, 2.00615, 5.24065], [-7.09742, 0.85167, 4.02523], [-9.96430, 1.89852, 4.25249], [-9.39804, 0.30746, 4.78287], [-9.37821, 0.75131, 3.06382], [-9.81551, 4.43430, 4.13935], [-8.49618, 5.34993, 4.90316], [-8.78064, 3.69864, 5.38529], [3.40229, -6.87495, -6.93945], [4.33178, -6.11816, -6.81746], [5.07296, -6.14492, -5.69679], [6.29150, -5.41019, -5.51357], [6.00986, -3.98809, -5.07596], [4.62440, -5.08043, -7.86981], [6.91559, -5.46030, -6.40862], [6.84103, -5.92680, -4.72553], [5.44188, -3.43944, -5.82875], [6.94298, -3.45292, -4.88945], [5.41307, -3.98356, -4.16240], [3.95642, -4.23004, -7.72556], [4.44070, -5.52094, -8.84888], [5.65554, -4.73440, -7.87644]],
  "mol_weight_g_mol": 770.0,
  "e_lumo_ev": 0.26,
  "spin_multiplicity": 1,
  "smiles": "C[C@H](F)[Si@H](CCCCCCCCCCCCn1cccc1)C(F)(F)c1cccc(C(F)(F)F)c1.CCOC(C)=O.CCOC(C)=O.CCOC(C)=O",
  "e_homo_ev": -8.0
}

Record 2
{
  "formula": "C38H63F6MnN5O8S2Si",
  "method": "ωB97M-V/def2-TZVPD",
  "species": ["Mn", "C", "C", "C", "C", "C", "C", "C", "N", "C", "C", "C", "C", "C", "C", "C", "N", "C", "C", "C", "C", "H", "H", "H", "H", "H", "H", "H", "H", "H", "H", "H", "H", "H", "H", "H", "H", "H", "H", "H", "H", "H", "H", "H", "H", "C", "C", "N", "C", "C", "N", "C", "C", "H", "H", "H", "H", "H", "H", "H", "H", "H", "H", "H", "H", "F", "C", "F", "F", "S", "O", "O", "N", "S", "O", "O", "C", "F", "F", "F", "C", "C", "C", "C", "O", "Si", "O", "O", "C", "C", "C", "C", "O", "C", "C", "C", "C", "H", "H", "H", "H", "H", "H", "H", "H", "H", "H", "H", "H", "H", "H", "H", "H", "H", "H", "H", "H", "H", "H", "H", "H", "H", "H", "H"],
  "positions_angstrom": [[-0.39042, -0.21618, 0.56088], [4.33804, -0.29895, 5.80397], [4.02262, -1.51992, 4.93993], [5.30862, -1.98532, 4.23881], [3.48818, -2.64018, 5.84515], [2.98447, -1.21225, 3.87418], [2.50433, -2.22570, 3.04412], [1.56062, -1.94267, 2.08688], [1.06285, -0.71179, 1.90845], [1.50024, 0.28160, 2.70490], [2.46446, 0.06086, 3.66977], [0.85828, 1.59590, 2.48123], [0.99879, 2.67030, 3.33123], [0.32418, 3.86713, 3.07623], [-0.47177, 3.90606, 1.93971], [-0.58507, 2.78756, 1.13155], [0.07209, 1.65943, 1.38977], [0.46805, 5.03792, 4.03568], [0.03865, 4.58270, 5.43901], [1.94091, 5.47397, 4.05945], [-0.39602, 6.22769, 3.61940], [5.06086, -0.57889, 6.56966], [3.44669, 0.07418, 6.31226], [4.78014, 0.51096, 5.22000], [6.06437, -2.22880, 4.98622], [5.70870, -1.20235, 3.59215], [5.13689, -2.87593, 3.63333], [4.20823, -2.83664, 6.63986], [3.33751, -3.57202, 5.30024], [2.54008, -2.35497, 6.30359], [2.85294, -3.24344, 3.14267], [1.16750, -2.71515, 1.44221], [2.79763, 0.88771, 4.27586], [1.61137, 2.57422, 4.21524], [-1.03182, 4.79037, 1.67592], [-1.24137, 2.77972, 0.26987], [0.68502, 3.79695, 5.83160], [-0.98702, 4.21068, 5.43436], [0.09144, 5.42691, 6.12692], [2.59837, 4.66461, 4.38022], [2.06588, 6.30145, 4.75853], [2.26618, 5.80933, 3.07337], [-1.45591, 5.96820, 3.59543], [-0.10762, 6.61756, 2.64166], [-0.26990, 7.03237, 4.34324], [2.46186, -0.66205, -0.79463], [3.35326, -0.59245, -2.06222], [2.61334, -0.01700, -3.17564], [1.45246, -0.85231, -3.46362], [0.53752, -0.95820, -2.21805], [1.10590, -0.14824, -1.10464], [1.23536, 1.25895, -1.56554], [2.16066, 1.31927, -2.80760], [2.87223, -0.06183, 0.01943], [2.36368, -1.68830, -0.44170], [3.69146, -1.58842, -2.35001], [4.23924, 0.01665, -1.87925], [1.80028, -1.83605, -3.78021], [0.90951, -0.40924, -4.29918], [0.44007, -1.98584, -1.86606], [-0.45742, -0.56958, -2.42162], [1.64138, 1.84128, -0.73746], [0.23325, 1.61960, -1.78910], [3.03693, 1.93950, -2.61472], [1.63309, 1.75084, -3.65879], [-1.95775, -4.87425, -0.25353], [-1.66915, -4.62101, 1.01564], [-0.40715, -4.96924, 1.25767], [-2.47977, -5.29491, 1.80674], [-1.88422, -2.81414, 1.29487], [-0.87093, -2.23982, 0.36995], [-3.23967, -2.47549, 1.01497], [-1.40359, -2.70466, 2.77899], [-1.58918, -1.31383, 3.50521], [-1.67354, -0.22816, 2.53073], [-0.65643, -1.18853, 4.57596], [-3.29656, -1.37670, 4.28180], [-3.72190, -2.62966, 4.33344], [-3.22690, -0.88328, 5.50957], [-4.14284, -0.65420, 3.56748], [-3.57248, 2.75875, -4.02874], [-2.10667, 2.39145, -3.83206], [-1.31328, 3.62545, -3.42056], [-1.53752, 1.77150, -5.09922], [-1.93510, 1.39595, -2.79851], [-2.79848, 1.03245, -1.46088], [-1.69409, 0.40599, -0.43296], [-3.36670, 2.41975, -0.81846], [-4.47559, 2.65703, 0.07614], [-5.78903, 2.56877, -0.69082], [-4.43606, 1.64432, 1.21026], [-4.26751, 4.06867, 0.60364], [-4.03573, 0.03209, -1.71785], [-4.27494, -1.18943, -2.43612], [-5.34762, -1.93355, -1.65597], [-2.99070, -2.00311, -2.51992], [-4.77214, -0.83484, -3.83095], [-3.67007, 3.41774, -4.89224], [-3.96044, 3.27675, -3.15355], [-4.17779, 1.87002, -4.20825], [-1.41649, 4.41338, -4.16748], [-0.25306, 3.38908, -3.32050], [-1.68727, 4.00180, -2.46620], [-1.56574, 2.48452, -5.92369], [-2.11485, 0.89065, -5.38325], [-0.50103, 1.46947, -4.93880], [-5.96462, 1.55260, -1.03802], [-5.77209, 3.23848, -1.55218], [-6.61467, 2.86746, -0.04352], [-4.50732, 0.62588, 0.82287], [-5.27403, 1.80693, 1.88936], [-3.50710, 1.73245, 1.77648], [-4.29492, 4.78875, -0.21534], [-3.29989, 4.14403, 1.10353], [-5.04669, 4.32725, 1.32125], [-5.00518, -2.13042, -0.64147], [-5.58299, -2.88179, -2.14091], [-6.25767, -1.33436, -1.61028], [-2.59044, -2.19482, -1.51979], [-2.24526, -1.46741, -3.11206], [-3.18499, -2.95864, -3.00837], [-5.63189, -0.16681, -3.76878], [-5.07327, -1.73756, -4.36376], [-3.98416, -0.34682, -4.40650]],
  "mol_weight_g_mol": 979.1,
  "total_charge": 1,
  "e_lumo_ev": [-3.88, -3.56],
  "spin_multiplicity": 5,
  "e_homo_ev": [-10.9, -11.0],
  "relative_energy_kcal_mol": 0.0
}